# 1
{"formula": "C22H32N4O4PdS2Si", "method": "wB97M-V/def2-TZVPD", "symbols": ["Pd", "N", "C", "S", "N", "N", "C", "C", "C", "C", "C", "C", "C", "C", "C", "C", "C", "C", "N", "H", "H", "H", "H", "H", "H", "H", "H", "H", "H", "H", "C", "Si", "C", "C", "C", "C", "C", "C", "C", "C", "H", "H", "H", "H", "H", "H", "H", "H", "H", "H", "H", "H", "H", "H", "H", "H", "H", "H", "H", "H", "H", "O", "S", "O", "O", "O"], "xyz": [[1.639, 0.114, -1.167], [1.039, 4.354, -0.271], [1.502, 3.102, -0.472], [1.390, 2.388, -2.013], [2.065, 2.535, 0.626], [2.309, 1.268, 0.447], [3.213, 0.613, 1.350], [3.348, 1.038, 2.721], [4.592, 1.013, 3.371], [4.711, 1.431, 4.684], [3.595, 1.882, 5.379], [2.360, 1.927, 4.743], [2.236, 1.521, 3.426], [3.873, -0.478, 0.731], [4.582, -1.471, 1.442], [5.117, -2.538, 0.764], [4.955, -2.633, -0.614], [4.219, -1.650, -1.251], [3.694, -0.606, -0.617], [0.814, 4.910, -1.078], [1.345, 4.831, 0.562], [5.474, 0.709, 2.823], [5.681, 1.417, 5.164], [3.689, 2.207, 6.407], [1.488, 2.280, 5.277], [1.271, 1.550, 2.939], [4.655, -1.409, 2.517], [5.639, -3.314, 1.308], [5.346, -3.467, -1.178], [4.021, -1.704, -2.314], [-2.266, 1.717, -1.024], [-2.418, -0.124, -1.195], [-3.323, -0.799, 0.316], [-4.749, -0.232, 0.379], [-3.406, -2.329, 0.376], [-2.546, -0.311, 1.552], [-3.051, -0.525, -2.921], [-1.964, -0.079, -3.916], [-3.365, -2.004, -3.172], [-4.321, 0.297, -3.193], [-3.245, 2.193, -0.941], [-1.745, 2.148, -1.880], [-1.691, 1.971, -0.131], [-5.385, -0.634, -0.410], [-4.777, 0.858, 0.315], [-5.205, -0.513, 1.335], [-4.027, -2.734, -0.423], [-3.862, -2.623, 1.329], [-2.430, -2.810, 0.308], [-2.574, 0.775, 1.655], [-1.499, -0.624, 1.532], [-3.001, -0.739, 2.452], [-1.003, -0.563, -3.732], [-1.808, 1.002, -3.899], [-2.278, -0.349, -4.930], [-2.513, -2.658, -2.989], [-3.670, -2.128, -4.218], [-4.191, -2.353, -2.549], [-4.181, 1.365, -3.010], [-5.169, -0.040, -2.598], [-4.598, 0.182, -4.247], [-0.796, -3.068, -1.225], [0.098, -1.953, -1.181], [0.883, -1.701, -2.410], [-0.759, -0.590, -1.052], [0.975, -1.847, -0.004]], "atomic_forces_ev_per_a": [[0.8, 0.5, 0.2], [0.1, 0.1, -0.1], [0.2, 0.1, 0.6], [0.0, -0.2, -0.3], [0.0, 0.3, -0.6], [0.0, -0.5, 0.7], [-0.2, 0.3, -0.6], [0.0, 0.0, 0.1], [0.0, 0.0, 0.0], [0.0, 0.0, 0.0], [0.0, 0.0, 0.0], [0.0, 0.0, 0.0], [-0.1, 0.0, 0.0], [0.1, 0.1, 0.1], [0.0, 0.0, 0.0], [0.0, 0.0, 0.1], [0.0, 0.0, -0.1], [0.0, 0.2, -0.1], [-0.2, -0.4, -0.1], [-0.1, 0.0, 0.0], [0.0, 0.0, 0.0], [0.0, 0.0, 0.0], [0.0, 0.0, 0.0], [0.0, 0.0, 0.0], [0.0, 0.0, 0.0], [0.0, 0.0, 0.0], [0.0, 0.0, 0.0], [0.0, 0.0, 0.0], [0.0, 0.0, 0.0], [0.0, 0.0, 0.0], [0.1, 0.2, 0.0], [0.4, -0.2, 0.1], [0.0, -0.1, 0.1], [0.0, 0.0, 0.1], [0.0, -0.1, 0.0], [0.0, 0.0, 0.1], [0.0, 0.0, -0.1], [0.0, -0.1, -0.1], [-0.1, 0.0, 0.0], [0.0, 0.0, -0.1], [0.0, 0.0, 0.0], [0.0, 0.0, 0.0], [0.0, 0.0, 0.0], [0.0, 0.0, -0.1], [0.0, 0.0, 0.0], [0.0, 0.0, 0.0], [0.0, 0.0, 0.0], [0.0, 0.0, 0.0], [-0.1, 0.1, 0.0], [0.0, 0.0, 0.0], [0.0, 0.0, 0.0], [0.0, 0.0, 0.0], [0.0, 0.0, 0.0], [0.0, 0.0, 0.0], [0.0, 0.0, 0.0], [0.1, 0.0, 0.0], [0.0, 0.0, 0.0], [0.0, 0.0, 0.0], [0.0, 0.0, 0.0], [0.0, 0.0, 0.1], [0.0, 0.0, 0.0], [0.2, 0.1, -0.1], [-0.3, -0.1, 0.0], [-0.2, 0.0, 0.2], [-0.4, -0.3, -0.1], [-0.2, -0.1, -0.3]], "lowdin_spin": [1.39, 0.10, 0.14, 0.22, 0.28, 0.56, 0.39, 0.03, 0.06, 0.00, 0.07, -0.01, 0.06, 0.05, 0.10, 0.01, 0.13, 0.01, 0.22, 0.01, 0.00, 0.00, 0.00, 0.00, 0.00, 0.00, 0.00, 0.00, 0.01, 0.00, 0.00, 0.00, 0.00, 0.00, 0.00, 0.00, 0.00, 0.00, 0.00, 0.00, 0.00, 0.00, 0.00, 0.00, 0.00, 0.00, 0.00, 0.00, 0.00, 0.00, 0.00, 0.00, 0.00, 0.00, 0.00, 0.00, 0.00, 0.00, 0.00, 0.00, 0.00, 0.01, 0.00, 0.04, 0.04, 0.07], "e_above_lowest_kj_mol": 23.8, "spin_multiplicity": 5, "homo_ha": [-0.243, -0.333]}

# 2
{"formula": "C57H54Cl3IN2O3SeSi2Ti", "method": "wB97M-V/def2-TZVPD", "symbols": ["Ti", "I", "C", "C", "C", "C", "C", "C", "C", "C", "C", "C", "H", "H", "H", "H", "H", "H", "C", "C", "C", "C", "N", "C", "Se", "N", "C", "C", "C", "C", "C", "C", "C", "C", "C", "C", "H", "H", "H", "H", "H", "H", "H", "H", "H", "H", "H", "H", "H", "H", "H", "H", "H", "H", "H", "H", "H", "H", "C", "C", "C", "C", "C", "C", "Si", "C", "C", "C", "C", "C", "C", "H", "H", "H", "H", "H", "H", "H", "H", "H", "H", "H", "O", "Si", "C", "C", "C", "C", "C", "C", "C", "C", "C", "C", "C", "C", "C", "C", "C", "C", "C", "C", "H", "H", "H", "H", "H", "H", "H", "H", "H", "H", "H", "H", "H", "H", "H", "Cl", "C", "Cl", "Cl", "C", "O", "O"], "xyz": [[0.397, 1.723, 0.157], [2.602, 4.746, -1.109], [0.953, 4.422, -2.364], [0.448, 5.523, -3.000], [-0.441, 5.366, -4.085], [-0.689, 4.119, -4.571], [-0.157, 2.971, -3.935], [-0.271, 1.697, -4.547], [0.312, 0.621, -3.960], [0.826, 0.728, -2.647], [0.896, 1.899, -1.938], [0.560, 3.088, -2.701], [0.753, 6.511, -2.680], [-0.871, 6.237, -4.566], [-1.274, 3.984, -5.476], [-0.804, 1.605, -5.489], [0.326, -0.336, -4.473], [1.227, -0.162, -2.189], [6.127, 0.029, 4.910], [6.198, -0.260, 3.409], [5.286, 0.655, 2.586], [3.813, 0.265, 2.633], [3.546, -1.041, 2.002], [3.424, -1.233, 0.662], [3.558, 0.083, -0.599], [3.120, -2.558, 0.480], [2.906, -3.230, -0.792], [4.042, -4.201, -1.132], [5.411, -3.543, -1.307], [5.519, -2.714, -2.587], [3.032, -3.191, 1.713], [2.727, -4.495, 2.058], [2.733, -4.812, 3.410], [3.033, -3.848, 4.376], [3.324, -2.539, 4.022], [3.314, -2.226, 2.676], [6.718, -0.689, 5.486], [5.096, -0.018, 5.272], [6.503, 1.033, 5.122], [5.926, -1.306, 3.226], [7.231, -0.143, 3.070], [5.594, 0.646, 1.539], [5.353, 1.688, 2.936], [3.227, 1.018, 2.120], [3.444, 0.208, 3.656], [2.816, -2.451, -1.547], [1.959, -3.767, -0.732], [3.769, -4.718, -2.059], [4.100, -4.953, -0.341], [6.173, -4.328, -1.314], [5.613, -2.905, -0.441], [5.197, -3.299, -3.457], [6.549, -2.390, -2.754], [4.901, -1.816, -2.520], [2.468, -5.235, 1.311], [2.493, -5.822, 3.718], [3.028, -4.122, 5.424], [3.538, -1.788, 4.774], [-3.252, -1.226, 4.626], [-3.412, -0.189, 3.716], [-2.511, -0.025, 2.674], [-1.407, -0.869, 2.521], [-1.259, -1.893, 3.458], [-2.173, -2.088, 4.491], [-0.057, -0.658, 1.164], [-0.708, -2.109, 0.026], [-1.515, -3.141, 0.536], [-2.003, -4.162, -0.271], [-1.712, -4.191, -1.631], [-0.907, -3.196, -2.166], [-0.417, -2.182, -1.343], [-3.953, -1.352, 5.445], [-4.218, 0.525, 3.846], [-2.652, 0.796, 1.989], [-0.384, -2.540, 3.401], [-2.031, -2.899, 5.198], [1.021, -1.393, 1.892], [-1.782, -3.134, 1.586], [-2.622, -4.940, 0.165], [-2.117, -4.972, -2.266], [-0.663, -3.202, -3.225], [0.204, -1.419, -1.783], [-1.434, 1.704, -0.488], [-2.955, 1.646, -1.017], [-3.238, 0.715, -2.639], [-2.694, -0.561, -2.834], [-3.017, -1.330, -3.943], [-3.891, -0.830, -4.902], [-4.428, 0.441, -4.740], [-4.107, 1.199, -3.618], [-3.650, 3.376, -1.316], [-5.021, 3.668, -1.272], [-5.494, 4.955, -1.500], [-4.601, 5.982, -1.787], [-3.241, 5.711, -1.855], [-2.777, 4.421, -1.623], [-4.142, 0.754, 0.159], [-4.253, -0.643, 0.141], [-5.096, -1.315, 1.018], [-5.859, -0.603, 1.934], [-5.764, 0.782, 1.972], [-4.912, 1.445, 1.101], [-1.997, -0.959, -2.102], [-2.584, -2.319, -4.058], [-4.151, -1.427, -5.768], [-5.102, 0.844, -5.489], [-4.536, 2.190, -3.511], [-5.729, 2.874, -1.056], [-6.558, 5.158, -1.452], [-4.967, 6.989, -1.956], [-2.535, 6.501, -2.086], [-1.713, 4.223, -1.689], [-3.666, -1.226, -0.561], [-5.150, -2.398, 0.987], [-6.516, -1.124, 2.620], [-6.340, 1.345, 2.698], [-4.829, 2.526, 1.168], [1.422, 5.754, 2.779], [1.217, 4.290, 1.905], [0.042, 1.741, 3.362], [-0.185, 4.191, 0.860], [2.206, 3.353, 1.787], [3.309, 3.386, 2.360], [1.860, 2.307, 0.924]], "atomic_forces_ev_per_a": [[-0.8, -0.3, -0.3], [0.0, 0.1, -0.3], [0.2, -0.1, 0.2], [-0.2, 0.0, -0.1], [0.1, 0.1, 0.1], [0.0, -0.1, -0.1], [0.1, 0.0, 0.2], [-0.1, 0.0, -0.1], [0.0, -0.1, 0.0], [0.4, 0.0, -0.1], [-0.3, 0.7, -0.5], [-0.1, 0.0, -0.2], [0.0, 0.0, -0.1], [0.0, 0.0, 0.0], [0.0, 0.0, 0.1], [0.1, 0.0, 0.0], [-0.1, 0.0, 0.1], [0.0, 0.0, 0.1], [0.0, -0.1, -0.1], [-0.1, 0.1, 0.1], [0.0, -0.3, 0.0], [0.1, -0.1, 0.0], [0.3, 0.1, 0.1], [-0.1, -0.1, 0.4], [0.1, -0.4, -0.2], [0.0, -0.1, 0.0], [0.2, 0.0, 0.1], [0.0, 0.1, 0.1], [-0.1, 0.1, -0.1], [0.0, 0.0, 0.1], [0.1, 0.1, -0.3], [-0.1, -0.1, 0.0], [0.0, 0.0, 0.0], [0.0, -0.1, 0.0], [0.0, 0.1, 0.2], [0.1, 0.2, -0.1], [0.0, 0.0, 0.0], [0.1, 0.0, 0.0], [0.0, 0.0, 0.0], [0.1, 0.0, 0.0], [0.0, 0.0, 0.0], [0.0, 0.1, 0.0], [0.0, 0.0, -0.1], [-0.1, 0.0, 0.0], [-0.1, 0.0, 0.0], [-0.1, 0.1, 0.0], [-0.1, 0.0, 0.0], [0.0, 0.0, 0.0], [0.0, 0.0, -0.1], [0.0, 0.0, 0.0], [0.1, 0.0, 0.0], [0.1, 0.0, 0.0], [-0.1, 0.0, 0.0], [0.0, 0.0, 0.0], [0.0, 0.0, 0.0], [0.0, 0.0, 0.0], [0.0, 0.0, 0.0], [0.0, 0.0, -0.1], [0.0, -0.1, 0.0], [0.2, 0.1, 0.2], [0.2, -0.1, 0.2], [0.0, 0.4, 0.1], [0.1, 0.0, 0.1], [0.0, 0.0, -0.1], [-0.6, -0.7, 0.8], [0.1, 0.0, -0.4], [0.0, 0.0, -0.1], [0.0, 0.1, 0.0], [0.1, 0.1, 0.0], [0.2, -0.2, 0.2], [0.2, -0.5, 0.3], [0.0, 0.0, 0.0], [0.2, -0.1, 0.0], [0.2, 0.1, 0.2], [-0.1, 0.0, 0.0], [0.0, 0.0, 0.0], [0.1, 0.2, -0.2], [0.0, -0.1, -0.1], [0.0, 0.0, 0.0], [0.0, 0.0, 0.0], [0.0, 0.0, 0.1], [-0.1, -0.1, 0.0], [0.0, 0.0, 0.3], [-0.3, 0.1, 0.0], [0.2, -0.2, -0.1], [0.0, 0.2, 0.0], [0.0, 0.0, 0.0], [0.0, 0.1, 0.1], [0.1, -0.1, 0.0], [0.0, 0.0, -0.1], [0.0, 0.1, 0.1], [0.1, 0.0, -0.1], [0.1, 0.0, 0.0], [0.0, -0.1, 0.0], [-0.1, 0.0, 0.0], [0.0, 0.0, 0.0], [-0.1, -0.1, 0.0], [-0.1, 0.1, -0.1], [-0.1, 0.1, -0.1], [-0.1, 0.0, -0.3], [-0.1, 0.0, -0.2], [0.0, 0.1, -0.1], [-0.3, 0.2, -0.2], [-0.1, 0.1, 0.0], [0.0, 0.0, 0.0], [0.0, 0.0, 0.0], [0.0, 0.0, 0.0], [0.0, 0.0, 0.0], [0.0, 0.0, 0.0], [0.0, 0.0, 0.0], [0.0, 0.0, 0.0], [0.0, 0.0, 0.1], [0.0, 0.0, 0.1], [0.0, 0.0, 0.0], [0.0, 0.0, 0.0], [0.0, 0.0, 0.0], [0.0, -0.1, 0.0], [-0.1, 0.0, -0.1], [-0.2, 0.4, -0.3], [-0.1, -0.3, -0.5], [-0.1, -0.2, 0.4], [0.6, 0.4, 0.7], [-0.3, -0.5, -0.6], [0.5, 0.5, 0.7]], "mulliken_charge": [-1.02, 0.16, 0.55, -0.57, -0.74, -0.84, 1.27, -1.05, -0.90, 1.03, -0.62, 0.41, 0.40, 0.37, 0.33, 0.30, 0.29, -0.16, -1.37, -0.11, -0.56, 0.20, 1.06, -1.04, 0.00, 1.65, -0.95, -0.91, -0.14, -1.13, 0.60, -0.77, -0.96, -0.85, -0.60, 0.58, 0.37, 0.26, 0.40, 0.09, 0.43, 0.15, 0.56, -1.43, 0.67, 0.16, 0.08, 0.55, 0.31, 0.44, 0.03, 0.33, 0.36, 0.15, 0.44, 0.37, 0.41, 0.36, -0.92, -0.65, -0.32, -0.15, -0.44, -0.76, 1.46, 1.52, -0.85, -0.63, -0.99, -0.09, -0.47, 0.33, 0.55, 0.71, 0.47, 0.39, -0.13, 0.30, 0.37, 0.34, 0.63, -0.98, 1.14, -0.68, 1.14, 0.55, -0.88, -0.85, -0.90, -0.70, -0.08, 0.21, -0.91, -0.69, -1.15, 0.37, -0.21, -0.11, -0.76, -0.52, -1.13, 0.90, -0.05, 0.29, 0.35, 0.37, 0.41, 0.53, 0.40, 0.36, 0.46, 0.26, -0.16, 0.44, 0.37, 0.40, 0.47, -0.32, 0.22, -0.49, -0.08, -0.08, -0.81, 0.81], "e_above_lowest_kj_mol": 137.1, "charge": -2, "homo_ha": -0.047}

# 3
{"formula": "C10H18Cl2N2Y", "method": "wB97M-V/def2-TZVPD", "symbols": ["Y", "Cl", "Cl", "C", "H", "H", "C", "C", "H", "C", "H", "C", "H", "H", "C", "H", "H", "C", "H", "H", "H", "H", "C", "N", "C", "C", "N", "H", "H", "H", "H", "H", "H"], "xyz": [[-0.610, 1.515, -0.628], [1.217, 3.097, 0.341], [-2.680, 1.991, 0.991], [-2.283, 2.625, -1.266], [-2.513, 1.649, -1.848], [-1.555, 3.080, -2.049], [0.318, -0.716, -1.756], [0.388, 0.447, -2.311], [-0.619, -1.068, -1.244], [1.620, 1.369, -2.388], [-0.511, 1.013, -2.603], [2.561, 0.465, -3.159], [1.312, 2.266, -2.914], [2.056, 1.729, -1.459], [2.732, -0.884, -2.412], [2.085, 0.304, -4.132], [3.523, 0.973, -3.337], [1.437, -1.632, -1.847], [3.239, -1.572, -3.100], [3.373, -0.674, -1.547], [1.203, -2.451, -2.554], [1.689, -2.075, -0.869], [-2.147, 0.056, 4.357], [-1.466, -0.979, 3.547], [-1.467, -2.352, 4.093], [-0.978, -0.687, 2.381], [-0.568, -0.337, 1.321], [-2.651, -0.429, 5.195], [-2.876, 0.600, 3.737], [-1.419, 0.782, 4.751], [-2.027, -3.035, 3.437], [-0.441, -2.733, 4.196], [-1.943, -2.339, 5.076]], "atomic_forces_ev_per_a": [[-1.7, 2.4, 5.3], [0.2, 0.2, 0.2], [-0.4, -1.2, 2.7], [0.5, 0.4, -3.5], [-0.5, 0.1, 0.2], [0.4, 0.4, -0.3], [-1.6, -2.2, 0.9], [0.4, 3.0, -2.3], [0.5, -0.1, -1.2], [-0.3, -1.5, -1.4], [-0.3, -0.5, -0.5], [0.2, 0.1, -0.3], [0.2, 0.1, -0.4], [-0.3, -0.5, 0.4], [0.0, -0.2, 0.3], [0.3, -0.1, -0.1], [0.0, -0.5, 0.1], [2.5, -0.1, 0.0], [0.2, 0.1, 0.4], [0.1, -0.2, -0.2], [-0.2, 0.3, 0.4], [0.0, -0.1, -0.4], [0.1, 0.7, -0.4], [-0.8, -0.7, 2.0], [0.4, 0.0, -0.7], [1.3, 1.4, -4.0], [-1.0, -1.3, 3.0], [0.1, 0.0, -0.2], [0.3, -0.1, 0.1], [-0.2, -0.2, -0.1], [0.1, 0.2, 0.2], [-0.3, 0.1, 0.0], [0.1, 0.0, -0.2]], "mulliken_charge": [0.51, -0.66, -0.56, -0.77, 0.06, 0.08, 0.20, -0.65, 0.48, -0.69, 0.41, -0.74, 0.29, 0.41, -0.62, 0.34, 0.35, -0.64, 0.32, 0.29, 0.28, 0.24, -0.80, 0.03, -0.82, 0.23, -0.33, 0.32, 0.29, 0.25, 0.31, 0.31, 0.29], "e_above_lowest_kj_mol": 477.3, "charge": -1, "homo_ha": -0.061}